Entry 1:
Below is the ion C6H13N with charge -1 at a distorted geometry, with properties calculated with the ωB97M-V functional and the def2-TZVPD basis.

total charge: -1
energy above the lowest of the compared OMol25 structures with the same formula, charge and spin: 8.04 kcal/mol
Kohn-Sham gap (spin up / spin down): 2.71 / 7.65 eV
LUMO level (spin up / spin down): 4.1 / 4.0 eV
HOMO level (spin up / spin down): 1.40 / -3.67 eV
maximum force: 2.85 eV/Å
spin multiplicity: 2

Atoms and positions in Å:
C (0.218, -1.745, 1.960)
C (0.823, -1.132, 0.685)
N (1.249, 1.663, 0.000)
C (0.111, 0.988, -0.497)
C (-0.158, -0.338, -0.156)
C (-1.364, -1.061, -0.671)
C (-0.748, 1.711, -1.493)
H (-0.530, -2.488, 1.729)
H (-0.306, -0.972, 2.588)
H (0.977, -2.224, 2.571)
H (1.708, -0.529, 0.958)
H (1.229, -1.966, 0.090)
H (1.505, 1.409, 0.908)
H (1.150, 2.695, -0.024)
H (-1.486, -0.782, -1.767)
H (-1.194, -2.155, -0.555)
H (-2.243, -0.812, -0.152)
H (-1.788, 1.413, -1.424)
H (-0.645, 2.753, -1.350)
H (-0.417, 1.472, -2.535)

Charges per atom according to Mulliken partitioning, unit e: C -1.742; C -0.770; N -0.782; C -1.292; C 1.319; C -2.300; C -1.764; H 0.298; H 0.464; H 0.471; H 0.396; H 0.450; H 0.793; H 0.350; H 0.457; H 0.370; H 0.497; H 0.346; H 1.531; H -0.091

Entry 2:
Below is a structure of composition C32H32AlN7O at a distorted geometry, with properties calculated with the ωB97M-V functional and the def2-TZVPD basis.

total charge: +2
energy above the lowest of the compared OMol25 structures with the same formula, charge and spin: 38.54 kcal/mol
Kohn-Sham gap: 6.49 eV
LUMO level: -6.4 eV
HOMO level: -12.94 eV
maximum force: 1.39 eV/Å

Atoms and positions in Å:
Al (0.172, -0.248, 0.521)
N (1.937, 3.796, 0.315)
C (1.793, 2.480, 0.424)
N (0.664, 1.900, 0.687)
C (-0.452, 2.664, 0.937)
N (-1.560, 2.068, 1.276)
N (-1.449, 0.735, 1.344)
C (-2.465, 0.046, 1.725)
C (-2.233, -1.371, 1.841)
C (-3.083, -2.237, 2.526)
C (-2.677, -3.550, 2.715)
C (-1.442, -3.944, 2.216)
C (-0.673, -3.025, 1.517)
N (-1.062, -1.774, 1.312)
C (-0.389, 4.098, 0.794)
C (-1.495, 4.944, 0.944)
C (-1.360, 6.298, 0.729)
C (-0.123, 6.837, 0.370)
C (0.984, 6.025, 0.235)
C (0.858, 4.657, 0.449)
H (2.847, 4.198, 0.127)
H (2.663, 1.850, 0.290)
H (-3.406, 0.506, 2.008)
H (-4.025, -1.883, 2.918)
H (-3.302, -4.242, 3.261)
H (-1.079, -4.951, 2.354)
H (0.292, -3.303, 1.123)
H (-2.439, 4.512, 1.233)
H (-2.211, 6.952, 0.837)
H (-0.021, 7.898, 0.204)
H (1.944, 6.439, -0.029)
N (0.852, -1.728, -0.823)
C (1.841, -2.771, -0.647)
C (1.804, -3.826, -1.552)
C (2.780, -4.804, -1.551)
C (3.837, -4.667, -0.669)
C (3.864, -3.621, 0.232)
C (2.847, -2.658, 0.323)
C (2.818, -1.666, 1.424)
C (3.780, -1.774, 2.436)
C (3.755, -0.987, 3.568)
C (2.741, -0.062, 3.738)
C (1.806, 0.079, 2.734)
C (1.818, -0.667, 1.549)
H (0.119, -2.115, -1.420)
H (1.327, -1.002, -1.365)
H (1.006, -3.877, -2.283)
H (2.743, -5.622, -2.251)
H (4.646, -5.380, -0.675)
H (4.724, -3.550, 0.874)
H (4.572, -2.502, 2.375)
H (4.517, -1.109, 4.321)
H (2.676, 0.523, 4.641)
H (1.004, 0.801, 2.872)
O (-0.490, 0.423, -1.116)
C (-1.008, 1.001, -2.101)
C (-2.199, 1.881, -1.971)
C (-3.332, 0.967, -2.538)
C (-3.041, -0.552, -2.604)
C (-2.226, -1.044, -3.817)
C (-0.734, -0.682, -3.779)
N (-0.642, 0.711, -3.358)
H (-2.123, 2.792, -2.564)
H (-2.391, 2.157, -0.937)
H (-3.597, 1.305, -3.540)
H (-4.209, 1.108, -1.906)
H (-4.014, -1.037, -2.690)
H (-2.593, -0.895, -1.665)
H (-2.678, -0.630, -4.719)
H (-2.315, -2.131, -3.876)
H (-0.265, -0.799, -4.754)
H (-0.203, -1.300, -3.061)
H (-1.029, 1.335, -4.059)

Charges per atom according to Mulliken partitioning, unit e: Al -0.858; N 0.113; C -0.391; N 0.442; C 0.121; N -1.527; N 1.283; C -0.449; C 0.912; C -1.052; C -0.384; C -1.171; C 0.321; N 0.515; C 0.720; C -0.312; C -0.869; C -0.472; C -0.896; C -0.042; H 0.322; H 0.592; H 0.508; H 0.520; H 0.462; H 0.499; H 0.343; H 0.518; H 0.453; H 0.440; H 0.431; N 0.011; C 0.059; C -0.629; C -0.960; C -0.868; C -1.262; C 1.701; C 1.144; C -1.015; C -0.931; C -1.140; C -0.176; C 0.033; H 0.405; H 0.529; H 0.440; H 0.437; H 0.432; H 0.437; H 0.305; H 0.437; H 0.494; H 0.220; O 0.054; C -0.399; C -0.115; C -0.695; C 0.040; C -0.814; C 0.226; N 0.003; H 0.521; H -0.117; H 0.287; H 0.498; H 0.418; H -0.273; H 0.298; H 0.462; H 0.472; H -0.506; H 0.441

Entry 3:
Below is a structure of composition C19H48O4OsP2SSi at a distorted geometry, with properties calculated with the ωB97M-V functional and the def2-TZVPD basis.

total charge: +2
energy above the lowest of the compared OMol25 structures with the same formula, charge and spin: 0.00 kcal/mol
Kohn-Sham gap (spin up / spin down): 9.38 / 5.19 eV
LUMO level (spin up / spin down): -5.5 / -10.3 eV
HOMO level (spin up / spin down): -14.87 / -15.50 eV
maximum force: 7.68 eV/Å
spin multiplicity: 5

Atoms and positions in Å:
Os (0.814, -0.468, -2.205)
H (3.355, -0.895, -4.223)
H (3.031, -1.567, -4.104)
P (1.123, 1.607, -3.032)
P (-0.252, -2.283, -2.977)
C (-0.182, -3.327, -1.469)
H (-0.829, -4.196, -1.631)
H (0.850, -3.661, -1.305)
H (-0.517, -2.770, -0.582)
C (-2.018, -2.298, -3.434)
H (-2.127, -1.858, -4.433)
H (-2.381, -3.334, -3.451)
H (-2.606, -1.710, -2.721)
C (0.518, -3.361, -4.233)
H (1.562, -3.546, -3.953)
H (-0.021, -4.316, -4.302)
H (0.498, -2.854, -5.205)
C (-0.253, 2.765, -3.367)
H (0.128, 3.790, -3.466)
H (-0.738, 2.477, -4.306)
H (-0.998, 2.728, -2.565)
C (2.004, 2.380, -1.619)
H (3.014, 1.958, -1.558)
H (2.072, 3.462, -1.780)
H (1.488, 2.180, -0.672)
C (2.249, 1.963, -4.428)
H (1.812, 1.573, -5.355)
H (2.419, 3.043, -4.535)
H (3.205, 1.459, -4.253)
C (2.399, -1.188, -1.558)
O (3.399, -1.654, -1.141)
H (0.440, -0.403, -3.796)
C (-1.175, -3.474, 2.443)
C (-1.639, -2.036, 2.272)
C (-2.946, -2.007, 1.489)
C (-1.761, -1.374, 3.642)
O (-0.590, -1.368, 1.508)
Si (-0.483, 0.180, 0.966)
S (-1.123, 0.212, -1.038)
O (-1.550, 1.099, 1.808)
C (-1.882, 2.523, 1.881)
C (-2.056, 3.113, 0.486)
C (-3.194, 2.616, 2.642)
C (-0.793, 3.253, 2.652)
O (1.040, 0.720, 1.260)
C (2.021, 0.402, 2.302)
C (3.353, 0.948, 1.810)
C (1.647, 1.089, 3.607)
C (2.155, -1.103, 2.505)
H (-1.915, -4.035, 3.028)
H (-0.217, -3.519, 2.975)
H (-1.056, -3.970, 1.473)
H (-3.698, -2.585, 2.042)
H (-3.324, -0.986, 1.359)
H (-2.810, -2.464, 0.500)
H (-0.786, -1.387, 4.151)
H (-2.108, -0.339, 3.551)
H (-2.480, -1.925, 4.263)
H (-2.815, 2.561, -0.082)
H (-2.390, 4.154, 0.594)
H (-1.112, 3.125, -0.075)
H (-3.106, 2.172, 3.642)
H (-3.476, 3.670, 2.762)
H (-4.001, 2.110, 2.099)
H (-0.671, 2.810, 3.648)
H (0.163, 3.220, 2.115)
H (-1.075, 4.308, 2.778)
H (3.289, 2.023, 1.603)
H (4.116, 0.789, 2.581)
H (3.674, 0.426, 0.901)
H (0.672, 0.752, 3.984)
H (2.401, 0.843, 4.369)
H (1.632, 2.181, 3.482)
H (1.233, -1.538, 2.911)
H (2.415, -1.581, 1.549)
H (2.967, -1.302, 3.223)

Charges per atom according to Mulliken partitioning, unit e: Os 1.590; H 0.042; H -0.027; P 0.807; P 0.790; C -1.328; H 0.552; H 0.418; H 0.145; C -1.156; H 0.390; H 0.468; H 0.301; C -1.151; H 0.361; H 0.436; H 0.432; C -1.105; H 0.472; H 0.389; H 0.178; C -1.220; H 0.419; H 0.531; H 0.096; C -1.183; H 0.420; H 0.444; H 0.350; C 0.094; O -0.459; H -0.137; C -1.514; C 1.384; C -1.439; C -1.296; O 0.499; Si -1.267; S -0.671; O 0.404; C 1.576; C -1.485; C -1.765; C -1.287; O 0.399; C 1.558; C -1.632; C -1.485; C -1.259; H 0.437; H 0.351; H 0.267; H 0.546; H 0.151; H 0.181; H 0.236; H 0.051; H 0.573; H 0.315; H 0.574; H 0.178; H 0.393; H 0.436; H 0.391; H 0.320; H 0.019; H 0.573; H 0.365; H 0.461; H 0.207; H 0.169; H 0.531; H 0.326; H 0.101; H 0.193; H 0.577